ORCA calculation (the ωB97M-V functional and the def2-TZVPD basis) on a 2-piece molecular cluster, C4H4BrF3 overall at a distorted geometry.

Last column: Löwdin charge in e.
Element x y z (Å)
F  2.70  1.42  0.16  0.0910
C  1.33  1.39  0.22  -0.7456
F  1.04  2.13  1.22  0.1848
F  0.76  1.92  -0.87  0.1277
C  0.86  -0.06  0.48  -0.4449
Br  1.55  -1.40  -0.84  0.6220
H  -0.31  -0.23  0.52  0.0659
H  1.30  -0.31  1.45  0.0694
C  -2.02  -0.73  -0.84  -0.0374
C  -2.58  -1.66  -0.31  0.0189
H  -1.42  -0.06  -1.35  0.0075
H  -3.22  -2.41  0.16  0.0407

Properties
spin multiplicity = 1
E_LUMO = 0.0221 Ha
total energy = -82405.5505 eV
gap between HOMO and LUMO = 11.2 eV
maximum force = 0.0537 hartree/bohr
SMILES string = FC(F)(F)CBr.C#C
energy relative to the best compared isomer or geometry (same formula, charge and spin) = 1.212 eV


ORCA calculation (the ωB97M-V functional and the def2-TZVPD basis) on an isolated ion of composition C6H13BrNO2 and charge +1.

Last column: Löwdin charge in e.
Element x y z (Å)
C  -2.82  -1.21  0.70  -0.0840
C  -2.62  0.24  0.22  -0.2079
C  -1.41  0.92  0.82  -0.1428
O  -0.28  0.02  0.93  -0.0136
C  0.65  0.16  -0.02  -0.4141
N  1.88  -0.70  0.35  0.1405
C  2.86  -0.26  -0.72  -0.6343
Br  2.98  -1.59  -2.08  0.8468
C  2.24  1.08  -1.18  -0.1421
O  1.29  1.37  -0.14  0.0055
H  -3.87  -1.39  0.90  0.0762
H  -2.55  -1.92  -0.08  0.0714
H  -2.27  -1.43  1.61  0.0719
H  -2.55  0.26  -0.87  0.1079
H  -3.49  0.83  0.51  0.1163
H  -1.15  1.82  0.26  0.1285
H  -1.63  1.24  1.84  0.1361
H  0.33  -0.24  -0.99  0.1836
H  1.72  -1.70  0.44  0.1775
H  2.22  -0.28  1.21  0.1950
H  3.83  -0.08  -0.27  0.1135
H  2.97  1.87  -1.30  0.1455
H  1.69  0.98  -2.11  0.1227

Properties
spin multiplicity = 1
E_LUMO = -0.1157 Ha
total energy = -82052.7991 eV
gap between HOMO and LUMO = 11.5 eV
maximum force = 0.0184 hartree/bohr
SMILES string = CCCO[C@@H]1[NH2+][C@@H](Br)CO1
charge = +1
energy relative to the best compared isomer or geometry (same formula, charge and spin) = 0.000 eV


ORCA calculation (the ωB97M-V functional and the def2-TZVPD basis) on a 3-piece molecular cluster, C3H12N2O2 overall at a distorted geometry.

Last column: Löwdin charge in e.
Element x y z (Å)
H  1.48  -1.17  1.46  0.0273
N  1.01  -0.28  1.33  0.0467
C  1.27  0.40  0.28  -0.3465
N  0.85  1.68  0.18  -0.0208
C  0.81  2.32  -1.15  -0.2634
C  -0.28  1.77  -2.02  -0.0923
H  1.78  -0.06  -0.57  0.1277
H  0.16  1.96  0.87  0.0747
H  1.83  2.19  -1.56  0.1084
H  0.87  3.40  -0.95  0.1127
H  -0.19  0.72  -2.28  0.0690
H  -0.52  2.43  -2.85  0.0680
H  -1.22  1.95  -1.48  0.0797
O  -1.36  1.87  2.07  -0.0711
H  -0.88  1.12  2.45  0.0263
H  -1.44  2.50  2.80  0.0536
O  -1.56  -6.68  -0.68  -0.0575
H  -1.42  -5.74  -0.77  0.0211
H  -0.90  -7.02  -1.30  0.0365

Properties
spin multiplicity = 1
E_LUMO = 0.0311 Ha
total energy = -10380.3794 eV
gap between HOMO and LUMO = 9.5 eV
maximum force = 0.0477 hartree/bohr
SMILES string = [H]/N=C/NCC.O.O
energy relative to the best compared isomer or geometry (same formula, charge and spin) = 1.170 eV


ORCA calculation (the ωB97M-V functional and the def2-TZVPD basis) on C31H33N5O7PdSi as an isolated structure.

Last column: Löwdin charge in e.
Element x y z (Å)
Pd  -0.44  0.14  0.42  1.0502
C  2.78  1.17  2.24  -0.0599
N  1.72  1.60  1.34  -0.2071
C  2.25  1.99  0.04  -0.0847
C  0.89  2.63  1.92  -0.2082
C  1.37  3.91  2.14  -0.0189
C  0.54  4.90  2.64  -0.0793
C  -0.79  4.61  2.91  -0.0802
C  -1.28  3.33  2.70  -0.0306
C  -0.44  2.32  2.24  -0.2268
N  -0.88  1.00  2.07  -0.0552
C  -1.67  0.31  2.95  -0.2161
C  -2.02  0.75  4.24  -0.0212
C  -2.79  -0.05  5.07  -0.0881
C  -3.24  -1.30  4.66  -0.0981
C  -2.87  -1.76  3.40  -0.0443
C  -2.09  -0.97  2.57  -0.2103
N  -1.67  -1.44  1.25  -0.2649
C  -2.85  -1.51  0.35  -0.0472
C  -1.04  -2.77  1.34  -0.0654
H  3.56  1.94  2.37  0.0892
H  2.36  0.93  3.22  0.0954
H  3.25  0.27  1.83  0.0630
H  2.82  1.16  -0.36  0.0540
H  1.41  2.21  -0.61  0.0547
H  2.91  2.88  0.03  0.0965
H  2.40  4.13  1.90  0.1117
H  0.92  5.90  2.80  0.1006
H  -1.46  5.38  3.26  0.1027
H  -2.32  3.11  2.87  0.1174
H  -1.67  1.71  4.59  0.1029
H  -3.04  0.32  6.06  0.1041
H  -3.85  -1.91  5.31  0.0974
H  -3.20  -2.73  3.08  0.1077
H  -3.58  -2.21  0.75  0.0978
H  -3.30  -0.52  0.27  0.1037
H  -2.53  -1.86  -0.63  0.0598
H  -1.76  -3.52  1.70  0.0908
H  -0.71  -3.07  0.35  0.0569
H  -0.20  -2.72  2.02  0.0993
O  -0.03  2.84  -2.64  0.0745
C  -0.58  2.02  -1.92  -0.6290
O  -0.64  2.01  -0.65  -0.0935
C  -1.33  0.89  -2.63  -0.0355
C  -2.37  1.23  -3.49  0.0998
C  -3.04  0.23  -4.16  -0.1072
C  -2.71  -1.10  -4.03  0.0916
C  -1.68  -1.42  -3.16  -0.0756
C  -0.98  -0.45  -2.45  -0.2155
O  0.07  -0.75  -1.61  -0.2133
N  -1.40  -2.86  -3.01  -0.3379
O  -1.04  -3.25  -1.91  0.0652
O  -1.57  -3.57  -3.98  0.1092
N  -4.15  0.59  -5.06  -0.3502
O  -4.74  -0.32  -5.61  0.0874
O  -4.43  1.76  -5.16  0.0979
H  -2.63  2.26  -3.64  0.1457
H  -3.24  -1.87  -4.57  0.1372
C  1.57  -2.40  -3.50  -0.1305
Si  1.65  -0.98  -2.31  0.5624
C  2.15  0.56  -3.22  -0.1209
C  2.77  -1.39  -0.89  -0.2468
C  4.12  -1.02  -0.96  -0.1010
C  5.02  -1.40  0.02  -0.0774
C  4.58  -2.16  1.10  -0.0853
C  3.24  -2.52  1.19  -0.0772
C  2.35  -2.14  0.20  -0.0874
H  2.57  -2.51  -3.92  0.0519
H  0.89  -2.23  -4.34  0.0447
H  1.31  -3.34  -3.02  0.0425
H  3.00  0.31  -3.86  0.0502
H  2.41  1.39  -2.57  0.0327
H  1.35  0.91  -3.88  0.0503
H  4.48  -0.42  -1.79  0.1064
H  6.06  -1.11  -0.05  0.1064
H  5.28  -2.45  1.88  0.1064
H  2.89  -3.11  2.04  0.1069
H  1.32  -2.45  0.27  0.0658

Properties
spin multiplicity = 1
E_LUMO = -0.0408 Ha
total energy = -65818.9694 eV
gap between HOMO and LUMO = 6.1 eV
maximum force = 0.0113 hartree/bohr
energy relative to the best compared isomer or geometry (same formula, charge and spin) = 0.000 eV


ORCA calculation (the ωB97M-V functional and the def2-TZVPD basis) on a 2-piece molecular cluster, C4H9N2O overall.

Last column: Löwdin charge in e.
Element x y z (Å)
C  1.56  2.30  0.63  -0.0953
C  -0.86  -2.13  -0.42  -0.0822
C  -1.69  -3.10  -1.21  -0.1417
C  -2.04  -1.71  -0.78  -0.0681
N  2.37  2.20  1.65  0.2016
N  0.53  1.53  0.42  0.0193
O  -0.32  1.83  -0.61  0.0513
H  1.73  3.06  -0.12  0.1825
H  -0.58  1.02  -1.09  0.1320
H  0.07  -2.01  0.08  0.0710
H  -1.44  -3.28  -2.25  0.0800
H  -2.14  -3.95  -0.72  0.0826
H  -2.79  -0.96  -0.79  0.0834
H  3.15  2.84  1.75  0.1474
H  2.24  1.53  2.40  0.1475
H  0.19  0.82  1.07  0.1886

Properties
spin multiplicity = 1
E_LUMO = -0.1410 Ha
total energy = -9310.5117 eV
gap between HOMO and LUMO = 8.7 eV
maximum force = 0.0192 hartree/bohr
charge = +1
energy relative to the best compared isomer or geometry (same formula, charge and spin) = 5.504 eV


ORCA calculation (the ωB97M-V functional and the def2-TZVPD basis) on an isolated ion of composition C3H9N2 and charge +1 at a distorted geometry.

Last column: Löwdin charge in e.
Element x y z (Å)
C  1.41  -0.43  0.70  -0.0349
C  0.05  0.07  0.21  -0.2768
N  -0.36  1.43  0.77  0.1748
C  -0.57  -0.16  -1.02  -0.1458
N  -1.09  -1.34  -1.36  0.1561
H  1.61  0.04  1.67  0.0776
H  1.16  -1.42  1.08  0.0772
H  2.19  -0.31  -0.04  0.0853
H  -0.37  2.31  0.23  0.1702
H  -1.32  1.36  1.10  0.1543
H  0.15  1.62  1.64  0.1555
H  -0.38  0.44  -1.92  0.1498
H  -1.07  -2.15  -0.76  0.1333
H  -1.41  -1.45  -2.30  0.1233

Properties
spin multiplicity = 1
E_LUMO = -0.1436 Ha
total energy = -6228.1911 eV
gap between HOMO and LUMO = 8.1 eV
maximum force = 0.0499 hartree/bohr
SMILES string = C/C([NH3+])=C\N
charge = +1
energy relative to the best compared isomer or geometry (same formula, charge and spin) = 2.857 eV